DFT (ωB97M-V/def2-TZVPD) results for a molecular structure, C45H43CrN8P2Se2.

Values from the calculation:
⟨S²⟩: 6.01
Multiplicity: 5
Strongest force on any atom (eV/Å): 0.6
Net charge: +1
HOMO (alpha / beta) (eV): -9.71 / -9.71
E_tot (hartree): -8708.6715

Cartesian coordinates (Å):
Se (4.084, 0.980, -2.075)
Se (-1.730, -1.845, -0.641)
Cr (-2.169, 1.158, -0.015)
P (3.787, 0.543, -0.037)
P (0.391, -1.757, -0.417)
N (0.301, 1.899, 0.804)
N (-2.923, 0.546, -2.584)
N (1.608, 1.850, 0.854)
N (-1.893, 2.949, -1.409)
N (-5.029, -0.717, -0.825)
N (-3.047, 0.365, 1.866)
N (-0.172, 0.768, 0.307)
N (-3.934, 2.151, 0.113)
C (5.776, 3.440, 2.901)
C (-0.886, 4.485, -2.934)
C (1.968, -1.636, -4.154)
C (-1.070, -0.645, 2.897)
C (5.570, -2.542, 1.996)
C (0.374, 2.462, -2.215)
C (-4.161, 3.246, -0.615)
C (-5.265, -0.122, 2.643)
C (2.007, 0.644, 0.382)
C (-4.382, 0.578, 1.852)
C (-3.391, -1.210, 3.618)
C (4.527, 1.711, 1.125)
C (-3.115, 4.853, -2.211)
C (-6.076, 2.305, 1.105)
C (0.416, -4.181, 0.875)
C (0.855, -0.073, 0.042)
C (-2.548, -0.480, 2.778)
C (1.620, -4.680, 2.894)
C (5.584, 2.501, 0.695)
C (5.041, -3.325, -0.213)
C (-5.212, -0.338, -2.231)
C (1.252, -2.224, -1.930)
C (4.474, -1.072, 0.426)
C (-6.349, 3.407, 0.313)
C (-2.017, 5.259, -2.960)
C (6.211, 3.363, 1.588)
C (-0.848, 3.319, -2.163)
C (0.930, -2.881, 0.889)
C (4.515, -2.081, -0.531)
C (1.369, -1.288, -2.956)
C (-3.012, 3.710, -1.451)
C (2.437, -2.930, -4.345)
C (1.728, -3.518, -2.124)
C (-5.382, 3.898, -0.545)
C (2.110, -3.384, 2.925)
C (-4.754, -1.059, 3.531)
C (-3.920, -0.447, -3.012)
C (4.710, 2.658, 3.331)
C (2.313, -3.869, -3.332)
C (5.563, -3.559, 1.051)
C (1.768, -2.485, 1.923)
C (4.084, 1.798, 2.445)
C (5.028, -1.303, 1.687)
C (0.771, -5.078, 1.867)
C (-4.841, 1.694, 0.980)
H (4.173, -1.873, -1.535)
H (1.029, -0.273, -2.805)
H (-4.026, 5.430, -2.228)
H (-3.486, -1.437, -2.858)
H (-0.278, -4.480, 0.098)
H (-5.929, -0.761, -0.359)
H (-5.959, -0.952, -2.747)
H (5.055, -0.516, 2.426)
H (-6.327, 0.056, 2.575)
H (5.906, 2.442, -0.337)
H (-2.026, 0.308, -2.996)
H (-2.062, 6.160, -3.558)
H (6.262, 4.116, 3.592)
H (-6.799, 1.950, 1.824)
H (4.361, 2.728, 4.353)
H (2.686, -4.875, -3.475)
H (-7.307, 3.905, 0.389)
H (2.905, -3.203, -5.281)
H (-4.152, -0.363, -4.078)
H (1.673, -4.248, -1.329)
H (0.376, -6.086, 1.847)
H (-2.949, -1.892, 4.331)
H (2.766, -3.069, 3.726)
H (-0.727, -1.362, 2.150)
H (2.086, -0.895, -4.934)
H (7.035, 3.977, 1.251)
H (2.148, -1.473, 1.959)
H (5.989, -4.525, 1.292)
H (-0.549, 0.297, 2.744)
H (0.863, 2.553, -3.184)
H (-0.011, 4.751, -3.511)
H (3.239, 1.209, 2.778)
H (-5.577, 0.694, -2.263)
H (-0.821, -1.039, 3.881)
H (5.069, -4.103, -0.965)
H (-4.639, -1.652, -0.766)
H (1.103, 2.759, -1.459)
H (6.007, -2.709, 2.972)
H (-5.577, 4.780, -1.134)
H (0.123, 1.423, -2.035)
H (1.893, -5.380, 3.672)
H (-5.417, -1.639, 4.160)
H (-3.178, 1.454, -2.962)